A 15-piece molecular cluster, C17H64N14O15 overall in a non-equilibrium geometry. Source: the OMol25 dataset; level of theory: ωB97M-V/def2-TZVPD.

The geometry in XYZ format:
```
110
Properties=species:S:1:pos:R:3
C -0.1286 0.6370 0.0715
C -0.8256 -0.5770 -0.5075
O -1.7056 -1.0830 0.4935
H 0.5544 0.3570 0.9215
H -0.9636 1.3040 0.3635
H 0.4874 1.2010 -0.7825
H -0.1916 -1.3250 -0.8175
H -1.3286 -0.2740 -1.3895
H -2.1446 -1.8650 0.0945
C -1.6896 0.5120 -4.8415
C -2.0826 -0.6670 -5.6865
O -1.6586 -1.8630 -5.0925
H -2.1386 1.4690 -5.1955
H -0.5936 0.7250 -4.7745
H -2.0766 0.2150 -3.9075
H -1.6026 -0.6400 -6.6735
H -3.1486 -0.6580 -5.7825
H -2.4596 -2.1520 -4.5465
C 0.4204 -3.7990 -1.6395
O -0.7486 -3.2360 -2.1315
N 0.4194 -4.9190 -0.9015
N 1.5454 -3.3000 -1.7895
H -0.4496 -5.4390 -1.0485
H 1.2984 -5.5910 -0.8425
H 1.7814 -2.6780 -2.5815
H 2.3944 -3.6750 -1.3905
C 0.1034 3.5090 3.4875
O -0.9996 3.7310 4.2265
N 1.1224 4.2670 3.6025
N 0.3964 2.4760 2.8115
H 1.0984 5.0440 4.3005
H 1.9974 4.1500 3.1115
H -0.2046 1.6300 2.8655
H 1.2644 2.2200 2.2395
C 1.0704 -2.0680 4.1805
O 0.9574 -1.5170 2.8795
N 0.0774 -2.7710 4.6775
N 2.0434 -1.8400 5.0495
H -0.7546 -2.6730 4.0535
H -0.0736 -3.0840 5.6275
H 2.8094 -1.1630 4.8785
H 1.8524 -1.9970 6.0405
C 0.9464 4.9700 0.1025
O 1.3024 5.4090 -1.1265
N 1.2574 5.6180 1.2225
N 0.4614 3.7760 0.3265
H 1.7174 6.4940 0.9975
H 0.9734 5.3160 2.1735
H 0.1324 3.3210 -0.5575
H 0.0694 3.4850 1.2065
C 1.5054 -0.9990 -3.7325
O 0.8814 0.1290 -3.1435
N 2.6254 -1.4910 -3.3015
N 1.0344 -1.7330 -4.6985
H 3.0134 -1.0930 -2.4475
H 3.1464 -2.3100 -3.6935
H -0.0346 -1.7190 -4.8145
H 1.4704 -2.5520 -5.1605
C 3.6794 2.8200 2.1285
O 4.7134 2.0820 2.7455
N 2.8174 2.3810 1.2575
N 3.4474 4.1400 2.3045
H 2.8244 1.3420 0.9565
H 2.1294 2.9780 0.8395
H 4.0444 4.6660 3.0195
H 2.8304 4.7760 1.8005
C 3.0944 -1.0160 0.1765
O 3.8104 -0.8720 -0.9875
N 2.1324 -1.7740 0.3285
N 3.3404 -0.2490 1.1955
H 1.9294 -2.3830 -0.4515
H 1.3834 -1.7640 1.0395
H 4.1114 0.3750 0.9865
H 3.0634 -0.5180 2.1535
C 2.9884 2.4600 -1.8945
O 4.2204 2.9590 -1.4825
H 2.5054 1.6480 -1.3425
H 3.1504 2.1070 -2.8955
H 2.2584 3.3040 -2.1445
H 4.4744 2.4440 -0.7295
C -0.6336 3.2150 -3.0245
O -1.3246 2.4400 -2.0505
H -0.8006 4.2930 -2.9615
H -1.0956 3.1080 -3.9505
H 0.4394 3.0530 -3.1805
H -1.3086 1.5520 -2.3365
C -4.9266 -3.3150 1.0465
O -3.5656 -3.2190 0.7905
H -5.0106 -2.9540 2.0505
H -5.3446 -4.2850 1.0995
H -5.5776 -2.7200 0.4235
H -3.1536 -3.9590 1.2005
C -3.3676 -2.1790 -2.4615
O -3.5526 -3.0960 -3.5125
H -4.2386 -1.5120 -2.3215
H -2.4756 -1.5710 -2.5835
H -3.3846 -2.8480 -1.5555
H -3.2866 -3.9530 -3.2355
C -3.2406 -2.9470 4.0925
O -2.1656 -2.7040 3.2495
H -3.8186 -3.8420 3.8785
H -3.9156 -2.0760 4.1725
H -2.8936 -3.2010 5.1305
H -2.5536 -2.2340 2.4855
C -2.5836 0.8530 3.1165
O -1.2886 0.1530 2.9875
H -3.3536 0.2170 2.7075
H -2.7566 1.7130 2.4635
H -2.7086 1.2060 4.1405
H -1.2896 -0.3050 2.1325
```

2S+1 ... 1
Charge ... 0
HOMO-LUMO gap ... 8.70 eV
LUMO level ... -0.0041 Eh